No. 1
A structure of composition C30H24BBrCl3GdN6O2S3. Source: OMol25; level of theory: the ωB97M-V functional and the def2-TZVPD basis.

For the relative energy (zero: lowest compared OMol25 entry of this formula, charge and spin), the calculation gives 0.0 kJ/mol. The value obtained for the LUMO energy (alpha / beta) is 3.99 / 3.99 eV. Its spin multiplicity is 8. Its expectation value of S² is 15.926. As for the charge: -2. The value obtained for the total energy is -7576.6240 a.u. The value obtained for the gap between HOMO and LUMO (alpha / beta) is 5.7 / 5.8 eV. For the HOMO energy (alpha / beta), the calculation gives -1.7 / -1.8 eV.

Structure (XYZ):
```
71
C30H24BBrCl3GdN6O2S3 (the ωB97M-V functional and the def2-TZVPD basis)
Gd 0.677 0.389 0.283
Br -3.369 6.540 1.660
Cl 7.203 0.204 -4.058
Cl 5.417 -1.793 0.567
Cl 2.028 0.838 -2.654
S 0.169 -2.244 1.496
S 1.105 3.006 -0.314
S 1.155 1.061 3.267
O -1.184 0.970 1.309
O 2.841 -0.487 -0.209
N -0.153 -1.157 -1.699
N -0.926 -1.445 3.865
N 1.612 -1.485 4.169
N -0.752 1.363 -1.289
N 3.323 -0.500 3.205
N -2.294 -1.394 2.148
C 3.785 -0.372 -1.056
C -1.019 -1.650 2.546
C 0.283 -2.390 -1.897
C -1.640 1.598 -3.590
C 0.248 -3.018 -3.144
C 4.633 0.438 -3.239
C 6.144 -0.686 -1.740
C -0.315 -2.359 -4.205
C -2.762 -1.427 0.790
C -1.038 0.919 -2.501
C -1.832 0.984 -4.811
C -0.655 2.736 -0.910
C 5.101 -0.868 -0.855
C -1.495 3.103 0.282
C 2.669 -2.349 4.168
C -0.827 -1.054 -4.027
C 3.733 -1.754 3.578
C -1.662 2.169 1.353
C -2.991 -0.948 3.239
C -0.686 -0.479 -2.730
C 2.013 -0.364 3.549
C 5.904 -0.021 -2.928
C 4.076 0.544 2.574
C -2.007 4.380 0.395
C -2.412 2.595 2.473
C -2.140 -0.995 4.292
C -2.695 4.754 1.535
C -2.912 3.875 2.578
C 3.620 0.270 -2.322
C -1.419 -0.314 -5.057
B 0.247 -1.742 4.841
H 4.720 -2.115 3.371
H -3.851 -1.380 0.790
H 0.682 -4.003 -3.255
H -1.837 5.095 -0.398
H 3.486 0.974 1.749
H -2.423 -2.346 0.308
H 4.279 1.347 3.289
H 7.124 -1.070 -1.508
H -0.359 -2.808 -5.191
H -0.803 3.450 -1.738
H 5.007 0.141 2.186
H -1.527 -0.761 -6.037
H 0.129 -1.005 5.776
H -2.357 -0.571 0.232
H 0.194 -2.899 5.154
H -2.324 1.537 -5.604
H -2.298 -0.738 5.319
H -4.012 -0.626 3.169
H -3.460 4.180 3.461
H -1.966 2.621 -3.459
H 0.685 -2.902 -1.031
H -2.543 1.885 3.282
H 2.576 -3.328 4.591
H 4.439 0.930 -4.179
```

=====

No. 2
A structure of composition C23H25Cl4GeMgN2O4Se3. Source: OMol25; level of theory: the ωB97M-V functional and the def2-TZVPD basis.

For the relative energy (zero: lowest compared OMol25 entry of this formula, charge and spin), the calculation gives 30.5 kJ/mol. The value obtained for the LUMO energy is -2.84 eV. Its spin multiplicity is 1. As for the charge: +1. The value obtained for the total energy is -12623.5362 a.u. The value obtained for the gap between HOMO and LUMO is 7.3 eV. For the HOMO energy, the calculation gives -10.1 eV.

Structure (XYZ):
```
63
C23H25Cl4GeMgN2O4Se3 (the ωB97M-V functional and the def2-TZVPD basis)
Se -0.946 1.468 -3.794
Se 1.459 -1.035 -0.588
Se 2.285 -0.074 -4.018
Ge 0.361 0.738 3.478
Cl -3.178 -3.467 1.093
Cl -1.053 1.577 0.826
Cl -5.212 -2.000 -0.378
Cl -3.987 -4.355 -1.550
Mg -0.636 0.353 -1.634
O 0.021 1.915 -0.065
O -2.062 0.945 0.015
O -1.510 2.638 1.625
O -0.538 0.466 1.731
N -1.887 -1.449 -1.528
N -5.372 2.885 -2.861
C 0.591 -2.597 0.180
C -5.041 1.598 -2.833
C -4.403 3.740 -3.186
C -3.097 3.365 -3.468
C 1.956 -1.873 -3.362
C 1.581 3.294 3.798
C 1.612 -3.755 3.911
C -0.060 -2.033 4.038
C -3.752 -2.966 -0.504
C 0.300 -3.367 4.157
C 2.605 1.896 2.113
C 1.637 2.088 3.100
C 2.208 -1.476 3.423
C -2.704 -2.118 -1.092
C 2.518 -1.963 -1.954
C 3.462 4.100 2.539
C 2.498 4.296 3.519
C 1.401 -0.259 -5.735
C -3.768 1.120 -3.107
C 0.892 -1.083 3.663
C -2.754 2.019 -3.420
C 3.514 2.903 1.833
C 2.566 -2.812 3.549
H -0.152 -2.241 0.892
H 2.962 -0.745 3.157
H -2.358 4.115 -3.712
H 4.173 4.885 2.319
H 1.437 0.719 -6.208
H 1.337 -3.184 0.708
H 3.506 -1.507 -1.898
H -3.587 0.053 -3.109
H -5.839 0.903 -2.587
H -0.809 1.178 4.348
H 3.590 -3.114 3.377
H 2.453 -2.597 -4.007
H -1.080 -1.734 4.250
H 4.261 2.759 1.064
H 2.604 -2.989 -1.600
H 1.895 -4.794 4.017
H 1.933 -0.983 -6.346
H 0.882 -2.070 -3.385
H 2.456 5.231 4.061
H -0.435 -4.102 4.458
H 2.641 0.973 1.545
H 0.117 -3.182 -0.603
H -4.682 4.787 -3.220
H 0.824 3.459 4.555
H 0.363 -0.540 -5.588
```

=====

No. 3
A structure of composition C27H30F3GeNO8P2Pd. Source: OMol25; level of theory: the ωB97M-V functional and the def2-TZVPD basis.

For the relative energy (zero: lowest compared OMol25 entry of this formula, charge and spin), the calculation gives 0.0 kJ/mol. The value obtained for the LUMO energy (alpha / beta) is -4.05 / -3.77 eV. Its spin multiplicity is 2. Its expectation value of S² is 0.770. As for the charge: +1. The value obtained for the total energy is -4890.6809 a.u. The value obtained for the gap between HOMO and LUMO (alpha / beta) is 7.9 / 8.0 eV. For the HOMO energy (alpha / beta), the calculation gives -12.0 / -11.8 eV.

Structure (XYZ):
```
73
C27H30F3GeNO8P2Pd (the ωB97M-V functional and the def2-TZVPD basis)
Pd -0.091 1.122 -0.292
Ge -0.090 -1.306 -0.283
P 2.315 1.940 -1.823
P -0.023 3.940 -1.650
F 0.845 0.414 6.487
F 0.409 2.532 6.523
F -1.207 1.093 6.575
O 1.297 4.857 -1.414
O 3.461 2.997 -1.982
O -2.284 1.322 -0.547
O -0.441 3.317 -0.339
O -0.081 1.403 -2.606
O 2.714 0.770 -2.786
O -1.040 4.607 -2.484
O 2.076 1.522 -0.392
N -0.085 1.329 1.793
C -1.629 -1.838 -1.299
C 3.994 -1.829 -1.128
C 1.083 1.352 2.446
C 1.578 -2.399 -2.385
C -0.153 -1.949 1.536
C -3.846 -2.630 -2.795
C 1.573 -1.764 -1.144
C -0.006 1.351 6.048
C -1.225 1.358 2.480
C -3.663 -3.124 -1.512
C 0.809 2.573 -2.634
C -0.050 1.366 4.537
C 1.098 3.041 -4.054
C 0.948 -2.576 2.122
C 2.779 -2.737 -2.999
C -2.559 -2.731 -0.764
C -3.567 0.751 -0.249
C 0.880 -3.044 3.429
C -1.322 -1.811 2.290
C 1.138 1.368 3.825
C -1.253 1.385 3.861
C 3.984 -2.449 -2.376
C -2.918 -1.752 -3.344
C -0.285 -2.890 4.166
C -1.392 -2.279 3.593
C 2.794 -1.484 -0.520
C -1.816 -1.358 -2.600
H 2.772 -3.229 -3.963
H -2.344 2.276 -0.719
H 1.860 -2.723 1.558
H -1.090 -0.685 -3.038
H 1.974 1.351 1.837
H -0.913 1.672 -3.027
H 2.815 -0.981 0.439
H 0.201 3.505 -4.465
H -4.707 -2.936 -3.373
H 1.737 -3.537 3.868
H 4.918 -2.714 -2.854
H 1.891 3.787 -4.054
H -3.399 -0.181 0.283
H 3.305 3.801 -1.461
H -2.195 1.401 4.389
H -2.307 -2.173 4.162
H -2.198 -1.343 1.854
H 1.098 5.794 -1.534
H -4.108 0.532 -1.168
H 3.318 0.095 -2.429
H 1.407 2.200 -4.675
H 0.645 -2.635 -2.881
H -3.052 -1.386 -4.354
H -4.375 -3.823 -1.093
H -4.144 1.433 0.375
H -2.135 1.379 1.898
H -2.420 -3.136 0.230
H -0.334 -3.256 5.183
H 4.934 -1.623 -0.631
H 2.094 1.374 4.330
```

=====

No. 4
A structure of composition C27H24CoF9PS3 at a distorted geometry. Source: OMol25; level of theory: the ωB97M-V functional and the def2-TZVPD basis.

The value obtained for the LUMO energy (alpha / beta) is -9.04 / -13.79 eV. Its spin multiplicity is 5. Its expectation value of S² is 6.041. As for the charge: +3. The value obtained for the total energy is -4859.5576 a.u. The value obtained for the gap between HOMO and LUMO (alpha / beta) is 9.1 / 4.2 eV. For the HOMO energy (alpha / beta), the calculation gives -18.2 / -18.0 eV.

Structure (XYZ):
```
65
C27H24CoF9PS3 (the ωB97M-V functional and the def2-TZVPD basis)
Co -1.537 -0.894 0.401
S -1.700 -1.349 2.508
S -3.311 0.194 0.815
S -2.653 -2.660 -0.183
P 0.163 0.123 -0.224
F 1.777 2.233 -6.100
F -0.329 2.303 -6.592
F 5.866 -2.882 -1.756
F 5.371 -4.139 -0.028
F 2.959 4.125 4.754
F 1.454 5.478 3.838
F 0.583 4.121 -5.727
F 3.408 5.205 2.806
F 4.694 -4.723 -2.140
C 0.657 2.909 -3.175
C 1.489 -1.036 -0.592
C 3.313 -1.857 -1.996
C -1.998 -3.161 2.545
C 0.232 2.256 -4.296
C 4.873 -3.654 -1.214
C 0.910 1.252 0.967
C 0.522 2.695 -5.644
C -2.954 -3.554 1.478
C 2.301 -0.939 -1.703
C -3.211 -0.657 3.326
C 2.769 -3.013 0.065
C 0.136 2.394 1.296
C 2.137 1.112 1.680
C -4.659 -1.034 0.336
C 0.111 1.010 -1.771
C 1.876 3.363 2.690
C -0.506 0.383 -2.892
C 0.580 3.437 2.094
C -3.725 0.527 2.592
C 3.619 -2.859 -1.056
C 2.557 2.200 2.480
C 1.806 -2.025 0.359
C -4.200 -1.984 -0.816
C -0.430 0.993 -4.136
C 2.413 4.527 3.530
C 0.631 2.309 -1.881
H -4.920 -2.766 -0.878
H 2.906 -3.818 0.777
H 0.113 4.441 2.246
H -1.002 -3.488 2.318
H -2.747 -4.537 1.039
H -5.054 -1.518 1.279
H -4.006 -1.444 -1.789
H -2.173 -3.636 3.590
H 1.070 3.929 -3.236
H -0.881 0.463 -5.066
H 2.775 0.247 1.646
H 1.040 2.827 -0.984
H -4.829 0.767 2.889
H 3.809 -1.922 -2.908
H -3.867 -1.537 3.299
H 2.124 -0.100 -2.425
H -2.871 -0.403 4.394
H 3.541 2.120 3.013
H -1.081 -0.553 -2.700
H -5.385 -0.232 0.028
H -0.799 2.540 0.739
H 1.429 -1.958 1.394
H -3.170 1.499 2.822
H -4.015 -3.650 1.879
```

=====

No. 5
The ion C5H14N with charge +1 at a distorted geometry. Source: OMol25; level of theory: the ωB97M-V functional and the def2-TZVPD basis.

For the relative energy (zero: lowest compared OMol25 entry of this formula, charge and spin), the calculation gives 201.7 kJ/mol. The value obtained for the LUMO energy is -3.68 eV. Its spin multiplicity is 1. As for the charge: +1. The value obtained for the total energy is -253.3414 a.u. The value obtained for the gap between HOMO and LUMO is 11.4 eV. For the HOMO energy, the calculation gives -15.0 eV. The SMILES is CC(C)[C@H](C)[NH3+].

Structure (XYZ):
```
20
C5H14N (the ωB97M-V functional and the def2-TZVPD basis)
N -1.033 1.322 1.188
C 0.789 -0.334 0.435
C 1.651 0.746 -0.230
C -1.516 -0.114 -0.907
C 0.869 -1.630 -0.497
C -0.720 -0.106 0.522
H 1.199 -0.558 1.429
H -0.980 1.348 2.209
H 1.360 1.134 -1.177
H -2.071 1.562 0.657
H -0.171 -2.114 -0.570
H -0.930 0.539 -1.518
H -1.686 -1.047 -1.460
H 2.718 0.216 -0.321
H 2.188 1.503 0.337
H 1.389 -2.411 -0.034
H 1.142 -1.458 -1.442
H -1.281 -0.811 1.177
H -2.520 0.151 -0.636
H -0.398 2.061 0.835
```

=====

No. 6
A structure of composition C38H38IrN6O3P2 at a distorted geometry. Source: OMol25; level of theory: the ωB97M-V functional and the def2-TZVPD basis.

For the relative energy (zero: lowest compared OMol25 entry of this formula, charge and spin), the calculation gives 281.9 kJ/mol. The value obtained for the LUMO energy (alpha / beta) is -5.45 / -5.78 eV. Its spin multiplicity is 2. Its expectation value of S² is 0.754. As for the charge: +2. The value obtained for the total energy is -2811.6705 a.u. The value obtained for the gap between HOMO and LUMO (alpha / beta) is 7.1 / 6.8 eV. For the HOMO energy (alpha / beta), the calculation gives -12.6 / -12.6 eV.

Structure (XYZ):
```
88
C38H38IrN6O3P2 (the ωB97M-V functional and the def2-TZVPD basis)
Ir -0.761 -0.827 0.399
P -3.477 1.510 1.124
P 0.964 0.362 -1.240
O 2.185 -0.961 1.517
O 1.178 -4.198 2.337
O -0.154 -2.322 2.182
N -2.616 -1.139 1.534
N -3.389 1.732 -1.671
N -0.762 1.109 1.543
N -1.578 2.747 2.757
N -4.665 -0.794 2.229
N -2.192 0.060 -0.913
C -5.941 -0.137 2.507
C 4.144 2.160 0.683
C -4.247 2.916 -1.708
C -2.515 3.708 3.333
C -0.260 2.617 3.098
C -4.366 -2.101 2.497
C 3.721 -2.289 -2.717
C -0.012 -4.825 -0.991
C 0.770 -3.100 2.283
C 2.067 1.494 -0.341
C -1.844 1.807 1.819
C 3.387 1.217 0.001
C 0.383 0.338 -3.949
C -2.152 0.034 -2.277
C 1.489 2.814 -4.512
C 1.889 -1.129 -1.666
C 1.882 -3.565 -1.781
C 3.139 -3.493 -2.426
C 3.075 -1.092 -2.361
C 1.521 2.733 0.004
C -3.089 -2.306 2.063
C 2.273 -1.431 3.844
C 0.393 0.807 -5.249
C -0.031 -2.399 -0.752
C 0.236 1.593 2.345
C 1.231 -4.799 -1.548
C 1.461 2.358 -3.200
C -0.653 -3.619 -0.621
C -2.892 1.069 -2.759
C -2.943 1.104 -0.562
C -3.581 -0.232 1.646
C 2.282 3.679 0.673
C 0.920 1.108 -2.912
C 2.467 -1.906 2.440
C 3.594 3.388 1.022
C 1.246 -2.357 -1.379
C 0.954 2.047 -5.534
C 3.634 -2.785 2.132
H -2.916 4.365 2.565
H -1.991 4.310 4.070
H 1.725 -5.719 -1.837
H -0.514 -5.770 -0.828
H -2.485 -3.194 2.117
H -6.599 -0.849 2.994
H -4.216 3.338 -2.708
H 1.342 -0.871 3.939
H 0.984 2.404 -6.555
H 2.266 -2.269 4.540
H 3.628 -4.418 -2.708
H -0.006 -0.650 -3.740
H 2.675 -1.144 0.701
H 1.893 2.966 -2.419
H -1.654 -3.675 -0.212
H -6.406 0.200 1.584
H -1.631 -0.738 -2.807
H 4.669 -2.252 -3.237
H 4.559 -2.246 2.367
H 3.102 -0.768 4.115
H 3.843 0.279 -0.289
H 3.658 -3.067 1.076
H 4.187 4.120 1.555
H -5.275 2.656 -1.462
H -3.893 3.659 -0.998
H 0.497 2.962 -0.277
H -3.338 3.195 3.827
H 1.230 1.180 2.318
H 1.852 4.641 0.919
H -5.070 -2.770 2.962
H -3.098 1.378 -3.770
H 0.211 3.252 3.829
H 3.514 -0.141 -2.641
H 5.168 1.934 0.950
H -0.027 0.203 -6.043
H 1.943 3.770 -4.733
H 3.614 -3.692 2.731
H -5.798 0.717 3.166
```

=====

No. 7
A cluster of 3 separate species, C41H61N3O4S2 in total at a distorted geometry. Source: OMol25; level of theory: the ωB97M-V functional and the def2-TZVPD basis.

The value obtained for the LUMO energy is -1.02 eV. Its spin multiplicity is 1. As for the charge: 0. The value obtained for the total energy is -2860.3651 a.u. The value obtained for the gap between HOMO and LUMO is 7.6 eV. For the HOMO energy, the calculation gives -8.7 eV. The SMILES is CCCCCCCCN(CCCCCCCC)C(=S)SCCCC1=CC(=O)C(CCOC(=O)CC)=CC1=O.c1ccncc1.c1ccncc1.

Structure (XYZ):
```
111
C41H61N3O4S2 (the ωB97M-V functional and the def2-TZVPD basis)
S -0.327 1.636 -2.644
S -0.117 -0.060 -5.050
O -1.412 7.182 -1.370
O 1.639 4.610 1.058
O -3.040 2.867 3.234
O -4.866 1.938 4.058
N 0.409 -0.977 -2.638
N 3.910 -3.984 -2.567
N -0.116 -1.472 4.002
C 7.186 -0.391 -0.859
C 3.698 -6.371 -2.662
C -2.593 3.886 2.315
C -6.509 -4.551 1.126
C -1.096 4.206 2.403
C -3.312 -2.714 -0.038
C -5.068 -2.567 1.837
C -0.357 5.078 -1.751
C 5.985 -1.359 -0.911
C -1.162 6.068 -0.969
C -6.754 3.171 2.585
C -3.642 -2.988 1.445
C 3.677 -0.223 -0.963
C -0.748 4.821 1.057
C -4.388 2.674 3.221
C -1.780 3.883 -3.321
C 0.608 4.603 0.423
C -1.595 5.570 0.364
C -5.920 -3.749 2.317
C 0.546 4.381 -1.058
C 1.418 0.830 4.336
C 9.193 -0.425 0.770
C 7.709 -0.083 0.562
C 0.009 0.089 -3.433
C 2.018 -0.415 4.265
C 1.211 -1.529 4.096
C 2.477 0.081 -1.874
C 2.584 -3.911 -2.458
C -5.289 3.367 2.218
C 2.322 -6.274 -2.546
C -1.342 2.521 -3.849
C -0.677 -0.267 4.077
C -0.656 -1.953 -2.373
C 0.040 0.910 4.242
C 4.817 -0.852 -1.769
C -0.620 4.918 -3.222
C -2.091 -1.802 -0.214
C 4.441 -5.201 -2.666
C 1.749 -5.018 -2.441
C -1.929 -1.407 -1.701
C 1.160 -0.586 -1.436
H 1.705 -7.163 -2.538
H -1.195 -2.269 0.187
H -0.477 1.858 4.288
H 1.642 -2.522 4.031
H -2.037 -0.330 -1.776
H -2.583 5.833 0.705
H -0.854 4.907 3.193
H -5.295 -4.419 2.903
H 4.186 -7.332 -2.747
H -3.562 -4.060 1.608
H -2.146 3.731 -2.305
H 9.478 -1.240 0.109
H 9.394 -0.783 1.776
H 2.714 -0.360 -2.840
H 1.444 -1.513 -0.946
H -2.830 3.548 1.314
H 5.612 -1.510 0.098
H 5.214 -0.100 -2.452
H -6.330 -5.612 1.253
H 8.029 -0.825 -1.392
H -5.619 -2.113 1.014
H 2.177 -2.908 -2.384
H -5.077 -1.837 2.643
H -4.162 -2.225 -0.508
H 3.429 -0.796 -0.074
H 4.451 -1.653 -2.416
H -2.774 -1.828 -2.241
H -7.391 3.662 1.855
H 7.607 0.987 0.733
H -5.124 4.439 2.169
H 0.602 0.023 -0.719
H 0.238 4.565 -3.778
H 6.963 0.549 -1.356
H 9.829 0.435 0.595
H -6.747 -3.409 2.934
H 4.073 0.730 -0.605
H -7.022 2.121 2.596
H 2.351 1.148 -2.019
H 0.679 -4.896 -2.349
H -0.235 -2.717 -1.724
H -5.160 2.991 1.205
H 2.016 1.724 4.464
H 5.522 -5.232 -2.751
H 7.123 -0.575 1.328
H 1.196 3.641 -1.494
H -2.248 1.942 -4.012
H -7.580 -4.401 1.053
H -1.759 -0.248 4.002
H -0.816 2.589 -4.794
H -2.928 -2.474 2.079
H -2.619 4.248 -3.903
H -0.930 -2.444 -3.301
H 3.088 -0.521 4.336
H -6.014 -4.212 0.220
H -6.958 3.578 3.568
H -3.111 4.810 2.549
H -0.958 5.885 -3.582
H -2.319 -0.918 0.380
H 6.335 -2.318 -1.281
H -3.112 -3.627 -0.599
H -0.527 3.284 2.472
```